{"formula": "C23H25NO5", "method": "wB97M-V/def2-TZVPD", "elements": ["H", "C", "H", "C", "O", "H", "C", "C", "O", "C", "H", "H", "C", "H", "C", "H", "H", "C", "N", "C", "C", "C", "H", "H", "O", "H", "C", "H", "H", "H", "H", "H", "C", "H", "O", "C", "C", "C", "C", "H", "C", "C", "C", "C", "O", "H", "C", "H", "H", "C", "H", "H", "H", "H"], "xyz": [[-3.21, -1.56, -1.20], [-1.67, 1.87, -0.59], [4.10, 1.97, -4.71], [-0.53, 1.32, 4.17], [3.74, 1.17, -2.93], [-4.11, -3.69, -0.38], [0.96, 1.11, 3.94], [-3.20, -3.30, 0.07], [-0.88, 2.68, -0.20], [1.21, -0.11, 3.08], [-0.70, 2.20, 4.80], [-3.42, 0.66, -0.30], [-1.84, -1.25, 0.42], [-3.23, -3.52, 1.14], [-1.24, 1.50, 2.84], [2.11, 3.51, -4.72], [-1.94, -3.74, -1.62], [-3.14, -1.78, -0.13], [-1.85, 0.04, 0.94], [1.37, -0.77, -0.11], [0.55, -1.41, 1.00], [1.56, 0.27, -2.28], [-3.98, -1.31, 0.38], [-0.23, -0.60, -1.53], [2.19, -0.81, 3.24], [1.50, 1.00, 4.88], [3.47, 0.14, -0.85], [-0.94, 0.45, 4.69], [1.17, -2.19, 1.46], [1.38, 1.97, 3.41], [-3.06, 1.76, 1.06], [3.17, -0.82, 1.03], [2.50, 3.09, -3.80], [2.57, 1.08, -4.64], [0.32, -4.08, 0.13], [-1.97, -3.95, -0.54], [-0.73, -2.02, 0.50], [0.81, -0.38, -1.32], [0.23, -0.35, 2.03], [4.52, 0.34, -0.69], [2.90, 0.55, -2.06], [-0.69, -3.41, 0.06], [-2.63, 1.08, 0.31], [-0.90, 0.38, 1.90], [-1.79, 1.50, -1.86], [-0.93, 2.44, 2.38], [2.72, -0.51, 0.10], [-2.32, 1.53, 3.01], [1.08, 0.54, -3.21], [3.23, 1.78, -4.09], [3.19, 3.80, -3.34], [-1.99, -5.03, -0.41], [-1.12, 1.93, -2.41], [1.68, 2.92, -3.10]], "nbo_charge": [0.2209, 0.7840, 0.1935, -0.3787, -0.5128, 0.2136, -0.4984, -0.3775, -0.5768, 0.5723, 0.2139, 0.2359, 0.2899, 0.2072, -0.4483, 0.2113, 0.2216, -0.4561, -0.4399, -0.0440, -0.2909, -0.3589, 0.2183, 0.2005, -0.5581, 0.2330, -0.2715, 0.2037, 0.2720, 0.2264, 0.2310, 0.2372, -0.6385, 0.1654, -0.5425, -0.4999, -0.1796, -0.1555, -0.1670, 0.2220, 0.3780, 0.5699, -0.3117, 0.2863, -0.6831, 0.2421, -0.1787, 0.2109, 0.2030, -0.0619, 0.2173, 0.2360, 0.5047, 0.2085], "e_tot_ev": -35985.051, "de_lowest_kcal_mol": 10.72, "smiles": "CCOc1ccc(C2C3=C(CCCC3=O)N(CC(=O)O)C3=C2C(=O)CCC3)cc1", "homo_ev": -8.1}

=====

{"formula": "C23H26AsNO3PtS2", "method": "wB97M-V/def2-TZVPD", "elements": ["H", "H", "H", "C", "C", "C", "H", "C", "H", "N", "H", "C", "C", "H", "S", "C", "H", "H", "H", "H", "C", "O", "C", "C", "H", "H", "O", "H", "C", "H", "H", "O", "C", "Pt", "As", "H", "C", "C", "H", "H", "H", "H", "H", "C", "H", "S", "C", "C", "C", "C", "H", "C", "H", "C", "H", "C", "C"], "xyz": [[6.38, -0.12, -4.38], [5.86, 1.59, -6.11], [5.31, 2.03, 3.21], [0.38, -3.75, 1.31], [4.08, 2.25, -5.10], [3.56, 1.19, -2.98], [4.91, -0.39, -2.44], [-0.95, 3.41, -1.76], [5.11, 1.50, -1.01], [0.68, -2.29, -0.62], [3.26, -2.22, 0.17], [5.22, 1.47, -5.25], [-3.14, -2.17, -0.34], [2.27, -1.80, 1.56], [0.93, 0.81, 1.59], [5.37, 1.80, 1.07], [2.39, 2.74, -3.89], [2.93, 1.40, 3.39], [-3.96, -2.51, -0.98], [6.41, 2.09, 0.97], [4.63, 1.46, -0.05], [-2.31, 0.04, 0.76], [1.80, 3.54, -1.45], [1.05, 4.70, -1.45], [3.83, 2.98, -5.86], [1.53, 5.66, -1.31], [-4.62, -0.10, -0.01], [2.87, 3.59, -1.32], [2.58, -2.63, 0.92], [3.12, -3.37, 1.52], [2.49, -4.08, -1.40], [-2.80, 0.05, -1.64], [4.75, 1.77, 2.32], [-0.06, -0.65, -0.04], [2.23, 0.61, -1.56], [0.94, -4.88, -1.12], [-0.34, 4.64, -1.59], [1.80, -4.43, -0.63], [0.89, -4.43, 2.01], [-0.70, 1.29, -1.89], [-0.93, 5.54, -1.56], [-0.01, -2.90, 1.87], [-3.28, -2.53, 0.68], [3.28, 1.10, 0.04], [2.32, -5.20, -0.03], [-3.23, -0.39, -0.32], [5.51, 0.52, -4.27], [3.26, 2.11, -3.98], [2.64, 1.09, 1.29], [1.19, 2.30, -1.61], [-0.45, -4.28, 0.85], [1.35, -3.25, 0.24], [-2.18, -2.49, -0.73], [4.68, 0.38, -3.17], [-2.03, 3.33, -1.86], [-0.19, 2.24, -1.77], [3.42, 1.42, 2.42]], "lowdin_spin": [0.0000, -0.0001, -0.0003, 0.0324, -0.0002, -0.0054, -0.0001, 0.0004, -0.0003, 0.8380, 0.0009, -0.0010, 0.0072, -0.0007, 0.0993, 0.0104, -0.0001, 0.0017, 0.0003, 0.0010, -0.0003, 0.0315, -0.0002, 0.0007, 0.0000, 0.0000, 0.0030, 0.0000, 0.0211, 0.0028, 0.0022, 0.0035, 0.0003, 0.7973, -0.0068, 0.0018, -0.0002, 0.0184, 0.0053, 0.0006, 0.0000, 0.0007, 0.0000, 0.0099, 0.0020, 0.0056, -0.0001, -0.0014, 0.0113, 0.0013, 0.0010, 0.0875, 0.0072, -0.0012, 0.0000, 0.0011, 0.0107], "spin_multiplicity": 3, "e_tot_ev": -117660.458, "s_squared": 2.018, "de_lowest_kcal_mol": 5.84, "homo_ev": [0.0, -1.0], "total_charge": -2}

=====

{"formula": "C23H26BrGeNO3ReS2Se", "method": "wB97M-V/def2-TZVPD", "elements": ["C", "H", "H", "H", "H", "Re", "O", "C", "C", "H", "H", "C", "H", "H", "C", "H", "H", "C", "H", "C", "H", "H", "H", "H", "Br", "C", "C", "O", "H", "Ge", "C", "H", "C", "C", "C", "C", "N", "H", "H", "C", "S", "C", "Se", "H", "C", "C", "H", "C", "H", "S", "H", "O", "C", "H", "H", "C", "C", "C", "H"], "xyz": [[3.12, -0.07, -0.77], [2.32, -3.72, -1.04], [-3.79, 3.47, 5.37], [3.74, -3.91, -2.07], [4.88, -1.86, -3.90], [-0.04, -0.43, 1.12], [0.35, -4.32, 0.42], [-2.28, 1.00, 3.64], [-2.86, -1.13, -0.88], [0.36, 0.65, -2.31], [-3.96, -2.69, -1.86], [-3.00, 2.93, 4.88], [1.77, 1.74, -2.50], [3.82, 0.68, -1.13], [-3.53, -1.70, -1.95], [3.91, -3.19, -0.47], [-2.76, -1.70, 0.03], [-4.37, -1.58, -4.26], [-1.47, 4.32, 5.39], [0.66, 3.14, 4.37], [1.72, -2.26, -4.13], [-2.12, 1.86, -2.25], [3.55, -0.50, 0.14], [1.67, -0.51, -4.04], [-2.66, -0.76, 3.09], [0.91, 1.48, -1.89], [-3.27, 1.68, 4.28], [0.32, -2.02, -0.55], [-4.25, 1.25, 4.36], [3.06, -1.51, -2.16], [-1.72, 3.40, 4.88], [0.27, 2.34, -1.77], [-0.68, 2.69, 4.24], [-1.59, 0.74, 0.20], [-3.14, 0.29, -3.25], [-3.67, -1.00, -3.14], [-4.93, -2.04, -5.15], [2.25, 0.83, 2.55], [2.71, 2.74, 3.97], [3.26, -3.26, -1.34], [1.71, -2.03, 1.82], [-2.48, 0.84, -2.17], [1.64, 1.03, -0.16], [-1.25, 1.76, -0.02], [-2.30, 0.14, -0.97], [0.11, 0.87, 2.75], [5.58, -1.17, -2.43], [1.68, 2.44, 3.83], [4.70, -0.14, -3.58], [0.30, -2.92, 0.64], [0.84, 4.04, 4.95], [-0.95, -2.39, 1.36], [1.61, -1.42, -3.45], [-3.27, 0.85, -4.16], [0.63, -1.49, -2.99], [4.72, -1.13, -3.11], [1.39, 1.32, 3.01], [-0.95, 1.50, 3.51], [-2.31, 0.84, 1.01]], "lowdin_spin": [0.0017, 0.0001, -0.0009, 0.0001, 0.0001, 2.5009, 0.0146, -0.0070, 0.0003, 0.0000, 0.0001, -0.0090, -0.0004, -0.0014, 0.0008, 0.0000, 0.0002, -0.0001, 0.0006, 0.0661, 0.0000, 0.0001, 0.0002, 0.0000, 0.0352, 0.0075, 0.0180, 0.0181, 0.0015, 0.0010, 0.0137, 0.0006, -0.0014, 0.0393, 0.0008, -0.0010, -0.0005, 0.0060, -0.0022, 0.0008, 0.0516, -0.0008, 0.0262, 0.0101, 0.0100, -0.0163, 0.0000, -0.0043, 0.0000, 0.0254, 0.0035, 0.0706, 0.0000, 0.0001, 0.0000, 0.0004, 0.0813, 0.0202, 0.0173], "spin_multiplicity": 4, "e_tot_ev": -247609.181, "s_squared": 3.793, "de_lowest_kcal_mol": 0.00, "homo_ev": [-8.3, -8.5]}

=====

{"formula": "C23H26BrN4O2ReSi", "method": "wB97M-V/def2-TZVPD", "elements": ["N", "C", "C", "C", "H", "H", "H", "C", "N", "H", "Si", "C", "H", "C", "H", "C", "C", "C", "Re", "C", "C", "H", "H", "C", "C", "H", "C", "C", "H", "H", "N", "N", "H", "C", "H", "H", "H", "H", "O", "Br", "C", "H", "C", "H", "C", "H", "H", "C", "H", "C", "O", "H", "H", "C", "H", "H", "C", "H"], "xyz": [[-1.17, -3.96, 3.10], [-0.79, 5.12, -1.16], [1.07, -3.78, 3.50], [-2.83, -2.38, -1.39], [4.27, 4.54, -2.02], [-0.73, 4.71, -0.15], [4.95, 2.94, -0.25], [3.95, 2.90, -0.67], [0.08, 2.49, -1.97], [3.73, 1.52, 1.76], [-1.20, 3.80, -2.38], [3.42, 0.97, 0.87], [0.23, -0.88, 1.31], [3.56, 3.80, -1.65], [-1.27, -5.31, 5.56], [0.82, -5.08, 5.96], [1.43, 2.83, -1.68], [-1.78, -1.57, -1.04], [0.11, 0.84, -1.02], [2.27, 3.79, -2.18], [-1.32, -2.92, 0.90], [4.26, 0.34, 0.56], [-2.73, 2.26, -1.17], [2.06, -4.59, 5.47], [-3.16, -3.45, -0.57], [-1.46, 0.51, -3.60], [-1.04, -1.81, 0.09], [-0.32, -4.93, 5.23], [-0.04, 4.68, -4.39], [-1.16, 3.38, -4.81], [0.77, -3.15, 2.28], [1.83, 1.92, -0.75], [-1.77, 4.99, -4.40], [-0.57, -3.32, 2.08], [-3.43, -2.19, -2.28], [0.79, -5.58, 6.91], [-1.58, 5.87, -1.17], [-3.53, 3.75, -1.65], [-0.02, -0.86, 0.37], [-4.61, -4.53, -1.02], [2.20, -3.91, 4.22], [1.95, 4.49, -2.94], [-2.42, -3.72, 0.56], [1.45, -2.98, 1.56], [-1.01, 4.24, -4.15], [2.95, -4.75, 6.07], [3.16, -3.53, 3.90], [-1.98, -0.32, -3.13], [0.15, 5.63, -1.39], [-2.82, 2.99, -1.98], [-1.40, -0.44, -1.78], [-2.66, -4.56, 1.19], [-3.27, 2.50, -2.85], [-0.20, -4.25, 3.97], [-1.79, -1.24, -3.67], [2.57, 0.35, 1.13], [3.06, 1.94, -0.21], [-3.04, -0.10, -3.05]], "lowdin_spin": [0.0722, 0.0000, 0.0741, 0.0261, 0.0000, 0.0000, 0.0000, 0.0011, 0.0082, 0.0000, 0.0002, 0.0000, 0.0003, 0.0000, 0.0030, 0.0157, -0.0007, -0.0008, -0.0114, 0.0014, 0.0084, 0.0000, -0.0003, 0.2676, -0.0026, 0.0001, 0.0194, 0.1164, 0.0000, 0.0000, 0.0126, 0.0003, 0.0001, 0.1324, 0.0012, -0.0024, 0.0000, 0.0000, 0.0020, -0.0033, 0.0652, 0.0001, 0.0281, -0.0004, 0.0004, 0.0109, 0.0006, 0.0002, 0.0000, -0.0004, 0.0008, 0.0010, 0.0000, 0.1517, 0.0001, 0.0000, 0.0003, 0.0000], "spin_multiplicity": 2, "e_tot_ev": -114350.629, "s_squared": 0.784, "homo_ev": [-17.0, -17.0], "total_charge": 3}